DFT (the ωB97M-V functional and the def2-TZVPD basis) results for C20H27N2O2PS2Tc as an isolated structure at a distorted geometry.

Cartesian coordinates (Å):
1 H 3.28731 -0.00825 -2.39751
2 C 1.95478 2.48355 -2.02235
3 H -1.29273 -2.29106 -3.57266
4 C -0.63024 1.74523 -1.26146
5 H 2.53181 -3.56856 -1.54295
6 H -0.84260 1.37572 7.10274
7 H -2.39082 -0.55412 6.80962
8 H 2.24471 -2.39673 -2.86206
9 C -1.05109 -0.87868 2.31019
10 N -0.17193 -0.18575 1.55010
11 C -2.49915 -0.01847 -1.41283
12 C -0.36769 3.03991 -1.71200
13 S -1.71229 -2.16432 1.44560
14 H -1.31019 0.36302 -3.09979
15 N -1.81286 -0.45341 -2.70834
16 C 3.41620 -1.56351 0.67003
17 H 1.11098 4.42198 -2.45921
18 H -3.56318 0.04377 -1.66661
19 H 0.54100 2.18907 5.15603
20 H -1.05548 -2.25942 -1.82732
21 S 0.61070 1.14129 2.37018
22 C 0.41684 0.82034 -1.12988
23 C -2.87173 -0.62623 -3.76891
24 H -2.71955 2.11067 -1.37265
25 C -1.12290 -0.38461 3.65412
26 H -1.19419 3.75191 -1.75730
27 C 0.91775 3.41161 -2.10053
28 C 1.71088 1.20081 -1.53475
29 C -1.89451 -0.84768 4.73118
30 C 2.76877 -2.56420 -1.91376
31 C 2.83677 0.22535 -1.41950
32 C -0.91991 0.88182 6.13434
33 H 3.22990 -2.54227 1.12775
34 H 2.97232 2.73898 -2.32206
35 C -0.24972 0.70057 3.84180
36 H 3.63981 0.60260 -0.76665
37 C -0.94004 -1.65465 -2.75453
38 H -3.49073 0.27443 -3.80446
39 H 4.43206 -1.52730 0.25685
40 H -2.41862 -0.82461 -0.66692
41 C -0.14170 1.34675 5.06379
42 H -3.48322 -1.49813 -3.51309
43 H 3.85148 -2.46703 -2.06407
44 C -2.04154 1.36709 -0.92612
45 H 0.08944 -1.35785 -3.00144
46 C -1.79184 -0.20869 5.96540
47 H -2.37979 -0.77795 -4.73467
48 H -2.55443 -1.69734 4.55684
49 O 2.02481 0.85746 2.41414
50 H 3.26537 -0.77459 1.41757
51 Tc 0.05545 -1.08441 -0.28159
52 H -2.21043 1.42171 0.16164
53 O 0.13474 2.38419 1.82020
54 H 0.86727 -2.35680 0.48978
55 P 2.21391 -1.36322 -0.67194

Calculated values
HOMO (alpha / beta): -0.520 / -0.546 Eh
spin multiplicity: 4
net charge: +2
E_tot: -61393.1045 eV

From a Löwdin analysis of the wavefunction, the atomic charges in e read: 0.109, -0.011, 0.121, -0.288, 0.063, 0.129, 0.128, 0.046, -0.754, -0.299, -0.127, -0.014, 0.745, 0.175, -0.179, -0.217, 0.127, 0.133, 0.137, 0.081, 0.723, -0.209, 0.017, 0.132, -0.212, 0.131, -0.015, -0.296, 0.023, -0.220, -0.251, -0.003, 0.062, 0.133, -0.212, 0.112, -0.034, 0.121, 0.076, 0.039, -0.001, 0.126, 0.076, -0.119, 0.097, -0.015, 0.120, 0.130, -0.268, 0.035, 0.980, 0.134, -0.243, 0.020, 0.701

DFT (the ωB97M-V functional and the def2-TZVPD basis) results for the molecule C20H27N3O2.

Cartesian coordinates (Å):
1 C -2.30285 0.62300 -0.67256
2 C -3.60233 0.15680 -0.64276
3 C -6.42401 0.82433 0.32517
4 N 4.30361 -0.28201 -0.43590
5 H -7.39951 -2.27050 -0.61007
6 H 5.60222 0.25525 -1.93622
7 H 1.93894 2.06543 1.89710
8 H 2.61241 1.02628 -0.73321
9 C -7.59224 1.51266 0.05358
10 C 2.03064 1.70651 -0.10168
11 H 4.62764 -3.59855 -1.31076
12 O -5.25821 -1.30638 0.36869
13 H -1.99775 1.33481 -1.42107
14 H -4.31302 0.50011 -1.38006
15 N -0.05252 0.61404 0.28320
16 H 0.54796 0.23536 1.01083
17 C -6.35438 -0.54175 0.07224
18 H -9.60315 1.39789 -0.67143
19 C -1.37406 0.17345 0.26259
20 H 4.06912 -1.32182 -2.19798
21 H -9.48775 -1.03337 -1.09150
22 C -8.62962 -0.51014 -0.69642
23 H 5.06192 -2.88304 0.24203
24 H -1.05473 -1.12125 1.94266
25 H 3.73997 0.94932 2.67813
26 C -3.07067 -1.22231 1.25189
27 C -3.99954 -0.75959 0.32510
28 H -3.38352 -1.94543 1.98876
29 C 6.79614 0.20064 -0.14468
30 H -7.63909 2.57337 0.25161
31 C -1.77146 -0.76058 1.21851
32 H 5.24106 1.53170 -0.78021
33 C 5.00016 -2.69844 -0.82791
34 H 6.75559 0.55497 0.88257
35 C 3.65809 1.02252 1.59027
36 H 3.26013 -1.03234 1.17760
37 C 4.07648 -0.32934 0.99601
38 N 2.26797 1.32524 1.28289
39 O 0.05940 2.16621 -1.39772
40 C -8.69541 0.85320 -0.46047
41 C 0.56500 1.54390 -0.48884
42 H 2.33914 2.73446 -0.34054
43 C 4.05084 -1.53142 -1.12426
44 H 3.03014 -1.83475 -0.86809
45 H 4.95692 -0.68935 1.55015
46 H 7.59104 0.73833 -0.65581
47 H 4.34441 1.81184 1.25138
48 C -7.46696 -1.20825 -0.43362
49 C 5.47178 0.46349 -0.87208
50 H -5.56983 1.33946 0.73993
51 H 5.99764 -2.49769 -1.20985
52 H 7.04619 -0.85627 -0.13717

Calculated values
HOMO: -0.287 Eh
spin multiplicity: 1
structure (SMILES): CCN(CC)CCNCC(=O)Nc1ccc(Oc2ccccc2)cc1
E_tot: -29743.4138 eV

From a Löwdin analysis of the wavefunction, the atomic charges in e read: 0.006, -0.008, -0.024, -0.228, 0.117, 0.117, 0.123, 0.117, -0.082, -0.123, 0.071, 0.031, 0.102, 0.124, 0.123, 0.122, -0.262, 0.098, -0.221, 0.114, 0.103, -0.087, 0.069, 0.111, 0.119, -0.001, -0.269, 0.119, -0.080, 0.104, -0.020, 0.105, -0.081, 0.064, -0.202, 0.123, -0.195, -0.080, 0.062, -0.102, -0.455, 0.132, -0.251, 0.113, 0.110, 0.073, 0.111, -0.008, -0.239, 0.119, 0.060, 0.059

DFT (the ωB97M-V functional and the def2-TZVPD basis) results for the molecule C20H27N3O2S.

Cartesian coordinates (Å):
1 H 5.66814 -1.72724 -0.54949
2 H -1.62197 0.01910 -2.04709
3 H 4.32736 -1.80804 1.50586
4 H 2.78629 3.54947 1.11929
5 H 0.41753 1.41847 -1.92622
6 H 5.26045 -1.09773 -2.14822
7 C -2.34885 1.80522 0.72212
8 H -3.12879 -2.05521 -1.10336
9 C -0.54623 -2.42327 -0.26130
10 H -1.04145 -0.44207 2.40654
11 H 1.29154 -2.73246 -1.26080
12 H -1.06612 -3.10585 -0.92028
13 C -0.21569 2.47566 -0.17490
14 C 3.79238 -0.87468 1.27049
15 H 3.59137 -2.78576 -0.91794
16 C 1.89693 2.92457 1.07601
17 C -0.52961 -0.94855 1.60117
18 C 4.80762 0.21568 0.86395
19 C -1.24073 -1.80111 0.76799
20 C -2.71672 -2.04729 0.93816
21 C 0.82074 -0.73310 1.42208
22 O -4.76926 0.20056 0.76780
23 C 1.53034 -1.36406 0.39175
24 C 1.00578 3.34612 -0.09244
25 H -3.14573 1.88834 1.44412
26 H 4.51094 2.19935 -0.92858
27 N 5.06251 0.23476 -0.56871
28 H -2.89988 -3.10526 1.16181
29 H -3.12574 -1.44520 1.75130
30 H 1.32078 -0.05378 2.09443
31 C -1.49100 0.73594 -1.25142
32 H 2.95225 -1.42097 -1.86680
33 H 2.19830 1.88814 0.95327
34 H 4.55147 1.15444 -2.35103
35 O -4.53196 0.00898 -1.68686
36 C 4.27019 1.20372 -1.29956
37 C 4.95701 -1.10514 -1.09939
38 H 3.18744 1.04744 -1.21526
39 H 1.57279 3.27911 -1.02247
40 C -0.35768 1.52748 -1.18160
41 H 0.70155 4.38617 0.04556
42 C -2.47411 0.87990 -0.29406
43 H -1.12689 3.34540 1.55687
44 C -1.22264 2.60485 0.77631
45 N 2.87181 -1.11646 0.18027
46 H 1.36254 3.01779 2.01824
47 H 3.25567 -0.57278 2.16655
48 N -3.49517 -1.70072 -0.23414
49 C 3.53142 -1.68734 -0.97852
50 H 5.75788 0.02409 1.37614
51 C 0.80249 -2.21016 -0.45494
52 S -3.96525 -0.11281 -0.37551
53 H 4.45580 1.20145 1.16834

Calculated values
HOMO: -0.288 Eh
spin multiplicity: 1
structure (SMILES): CCc1ccc(S(=O)(=O)NCc2ccc(N3CCN(C)CC3)cc2)cc1
E_tot: -40578.3110 eV

From a Löwdin analysis of the wavefunction, the atomic charges in e read: 0.118, 0.121, 0.125, 0.074, 0.114, 0.119, -0.053, 0.097, -0.048, 0.119, 0.096, 0.115, -0.231, -0.134, 0.125, -0.091, -0.039, -0.161, -0.245, -0.186, -0.018, -0.289, -0.221, -0.197, 0.113, 0.085, -0.216, 0.129, 0.117, 0.097, -0.053, 0.117, 0.043, 0.087, -0.288, -0.092, -0.175, 0.070, 0.104, -0.016, 0.116, -0.283, 0.119, -0.023, -0.102, 0.075, 0.108, -0.124, -0.157, 0.116, -0.017, 0.638, 0.101

What did the first record say?
DFT (the ωB97M-V functional and the def2-TZVPD basis) results for C20H27N2O2PS2Tc as an isolated structure at a distorted geometry.

Cartesian coordinates (Å):
1 H 3.28731 -0.00825 -2.39751
2 C 1.95478 2.48355 -2.02235
3 H -1.29273 -2.29106 -3.57266
4 C -0.63024 1.74523 -1.26146
5 H 2.53181 -3.56856 -1.54295
6 H -0.84260 1.37572 7.10274
7 H -2.39082 -0.55412 6.80962
8 H 2.24471 -2.39673 -2.86206
9 C -1.05109 -0.87868 2.31019
10 N -0.17193 -0.18575 1.55010
11 C -2.49915 -0.01847 -1.41283
12 C -0.36769 3.03991 -1.71200
13 S -1.71229 -2.16432 1.44560
14 H -1.31019 0.36302 -3.09979
15 N -1.81286 -0.45341 -2.70834
16 C 3.41620 -1.56351 0.67003
17 H 1.11098 4.42198 -2.45921
18 H -3.56318 0.04377 -1.66661
19 H 0.54100 2.18907 5.15603
20 H -1.05548 -2.25942 -1.82732
21 S 0.61070 1.14129 2.37018
22 C 0.41684 0.82034 -1.12988
23 C -2.87173 -0.62623 -3.76891
24 H -2.71955 2.11067 -1.37265
25 C -1.12290 -0.38461 3.65412
26 H -1.19419 3.75191 -1.75730
27 C 0.91775 3.41161 -2.10053
28 C 1.71088 1.20081 -1.53475
29 C -1.89451 -0.84768 4.73118
30 C 2.76877 -2.56420 -1.91376
31 C 2.83677 0.22535 -1.41950
32 C -0.91991 0.88182 6.13434
33 H 3.22990 -2.54227 1.12775
34 H 2.97232 2.73898 -2.32206
35 C -0.24972 0.70057 3.84180
36 H 3.63981 0.60260 -0.76665
37 C -0.94004 -1.65465 -2.75453
38 H -3.49073 0.27443 -3.80446
39 H 4.43206 -1.52730 0.25685
40 H -2.41862 -0.82461 -0.66692
41 C -0.14170 1.34675 5.06379
42 H -3.48322 -1.49813 -3.51309
43 H 3.85148 -2.46703 -2.06407
44 C -2.04154 1.36709 -0.92612
45 H 0.08944 -1.35785 -3.00144
46 C -1.79184 -0.20869 5.96540
47 H -2.37979 -0.77795 -4.73467
48 H -2.55443 -1.69734 4.55684
49 O 2.02481 0.85746 2.41414
50 H 3.26537 -0.77459 1.41757
51 Tc 0.05545 -1.08441 -0.28159
52 H -2.21043 1.42171 0.16164
53 O 0.13474 2.38419 1.82020
54 H 0.86727 -2.35680 0.48978
55 P 2.21391 -1.36322 -0.67194

Calculated values
HOMO (alpha / beta): -0.520 / -0.546 Eh
spin multiplicity: 4
net charge: +2
E_tot: -61393.1045 eV

From a Löwdin analysis of the wavefunction, the atomic charges in e read: 0.109, -0.011, 0.121, -0.288, 0.063, 0.129, 0.128, 0.046, -0.754, -0.299, -0.127, -0.014, 0.745, 0.175, -0.179, -0.217, 0.127, 0.133, 0.137, 0.081, 0.723, -0.209, 0.017, 0.132, -0.212, 0.131, -0.015, -0.296, 0.023, -0.220, -0.251, -0.003, 0.062, 0.133, -0.212, 0.112, -0.034, 0.121, 0.076, 0.039, -0.001, 0.126, 0.076, -0.119, 0.097, -0.015, 0.120, 0.130, -0.268, 0.035, 0.980, 0.134, -0.243, 0.020, 0.701

Question: What is the spin multiplicity in the first record?
Answer: 4